Entry P
# C3H14O3S

A cluster of 4 separate species, C3H14O3S in total (ωB97M-V/def2-TZVPD, the Open Molecules 2025 dataset).

Each line ends with the Löwdin charge.
Cartesian coordinates (Å):
C 1.30 -0.56 -0.46  -0.163
C 0.55 0.82 -0.76  -0.542
S -0.72 0.62 -2.11  0.759
C -1.92 -0.20 -1.07  -0.419
H 0.90 -1.43 0.09  0.044
H 2.18 -0.28 0.28  0.082
H 1.81 -0.93 -1.46  0.097
H 1.20 1.51 -1.31  0.046
H 0.00 1.36 0.06  0.048
H -2.85 -0.07 -1.60  0.028
H -1.82 -1.21 -0.83  0.008
H -1.74 0.38 -0.20  0.013
H -0.86 -4.17 0.87  0.038
H 0.08 -5.18 1.78  0.083
O -0.85 -5.04 1.36  -0.123
H 1.57 0.59 3.59  0.006
H 3.06 0.37 3.28  0.043
O 2.34 0.13 3.88  -0.052
H -0.25 3.93 -0.79  0.041
H 0.39 3.49 0.61  0.065
O -0.45 3.84 0.16  -0.101

Spin multiplicity ... 1
Net charge ... 0
HOMO-LUMO gap ... 8.9 eV
SMILES string ... CCSC.O.O.O

Entry Q
# C3H14O3S

A cluster of 4 separate species, C3H14O3S in total (ωB97M-V/def2-TZVPD, the Open Molecules 2025 dataset).

Each line ends with the Löwdin charge.
Cartesian coordinates (Å):
C -2.93 -1.60 -0.86  -0.174
C -2.75 -0.05 -1.14  -0.532
S -1.04 0.28 -1.72  0.758
C -0.18 0.60 -0.09  -0.400
H -2.65 -2.12 -1.82  0.064
H -3.89 -2.04 -0.81  0.032
H -2.23 -2.13 -0.15  0.079
H -3.01 0.52 -0.32  0.025
H -3.31 0.33 -2.04  0.071
H -0.12 1.64 0.25  0.029
H -0.44 -0.14 0.65  0.014
H 0.95 0.48 -0.24  0.024
H 0.81 -0.34 4.11  0.075
H 0.38 1.04 3.87  -0.012
O 0.26 0.22 3.47  -0.045
H 3.62 -0.04 2.24  0.097
H 2.52 -1.07 2.68  -0.063
O 2.79 -0.57 2.01  -0.025
H 3.13 0.83 -0.35  0.043
H 3.19 1.54 -1.80  0.056
O 3.54 0.77 -1.27  -0.116

Spin multiplicity ... 1
Net charge ... 0
HOMO-LUMO gap ... 8.5 eV
SMILES string ... CCSC.O.O.O

Quick one: most stable of them? entry P

Entry P
# C6H12S

An isolated molecule of C6H12S (ωB97M-V/def2-TZVPD, the Open Molecules 2025 dataset).

Each line ends with the Löwdin charge.
Cartesian coordinates (Å):
C -1.81 0.37 -0.61  -0.106
C -0.64 -0.29 -0.03  -0.370
C -0.94 -1.73 0.13  -0.073
C 0.49 0.35 0.29  -0.389
C 0.48 1.83 0.10  -0.093
C 1.76 -0.22 0.78  -0.530
H -1.95 1.56 -0.78  0.118
H -2.89 -0.01 -0.32  0.114
H -1.97 -0.09 -1.63  0.084
H -0.02 -2.39 0.34  0.100
H -1.44 -2.15 -0.72  0.069
H -1.53 -1.76 1.08  0.103
H 1.55 2.11 -0.22  0.085
H 0.37 2.44 1.09  0.115
H -0.23 2.30 -0.55  0.039
H 1.61 -1.25 1.19  0.077
H 2.00 0.45 1.57  0.072
H 2.19 -1.19 -1.17  -0.147
S 2.99 -0.33 -0.55  0.730

Spin multiplicity ... 1
Net charge ... 0
HOMO-LUMO gap ... 9.4 eV
SMILES string ... CC(C)=C(C)CS

Entry Q
# C6H12S

An isolated molecule of C6H12S (ωB97M-V/def2-TZVPD, the Open Molecules 2025 dataset).

Each line ends with the Löwdin charge.
Cartesian coordinates (Å):
C -1.56 -0.53 -1.51  -0.019
C -1.21 -0.48 -0.27  -0.474
C -2.10 -0.94 0.89  -0.049
C 0.07 1.63 0.37  -0.074
C 2.72 -0.53 -0.04  -0.433
C 0.08 0.07 0.16  -0.567
S 1.33 -0.47 -1.15  0.834
H -0.94 -0.45 -2.40  0.044
H -2.40 -1.18 -1.79  0.080
H -1.46 -1.03 1.80  0.081
H -3.04 -0.27 0.79  0.117
H -2.45 -1.96 0.81  0.064
H -0.31 2.15 -0.46  0.059
H -0.55 1.87 1.23  0.068
H 1.12 1.89 0.70  0.091
H 2.37 -1.04 0.87  0.042
H 3.26 0.39 -0.03  0.027
H 3.38 -1.17 -0.56  0.003
H 0.62 -0.54 1.00  0.105

Spin multiplicity ... 1
Net charge ... 0
HOMO-LUMO gap ... 9.3 eV
SMILES string ... C=C(C)[C@H](C)SC

Quick one: most stable of them? entry P

Entry P
# C4H7BO2

An isolated molecule of C4H7BO2 (ωB97M-V/def2-TZVPD, the Open Molecules 2025 dataset).

Each line ends with the Löwdin charge.
Cartesian coordinates (Å):
B -0.81 -0.14 0.08  -0.669
C 1.86 0.12 -0.23  -0.071
C 1.11 -0.58 -1.05  -0.121
C 1.30 0.52 1.09  -0.150
C -2.34 0.00 -0.13  0.034
O -0.18 -1.02 -0.78  0.116
O -0.10 0.59 0.96  0.101
H 2.88 0.44 -0.54  0.125
H 1.41 -1.01 -2.07  0.157
H 1.41 -0.38 1.84  0.171
H 1.68 1.45 1.41  0.106
H -2.95 -0.83 0.38  0.100
H -2.54 -0.11 -1.17  0.051
H -2.72 0.94 0.20  0.051

Spin multiplicity ... 1
Net charge ... 0
HOMO-LUMO gap ... 10.0 eV
SMILES string ... CB1OC=CCO1

Entry Q
# C4H7BO2

An isolated molecule of C4H7BO2 (ωB97M-V/def2-TZVPD, the Open Molecules 2025 dataset).

Each line ends with the Löwdin charge.
Cartesian coordinates (Å):
B -0.51 0.49 -0.07  -0.384
C 0.37 -1.32 -1.24  -0.409
C 0.52 -0.24 1.00  -0.058
C 0.75 -1.49 0.18  -0.140
C -1.08 1.95 -0.10  -0.005
O 0.44 -2.11 -2.16  0.138
O -0.35 -0.13 -1.28  0.166
H 1.47 0.28 1.03  0.106
H 0.07 -0.55 1.93  0.099
H 0.09 -2.21 0.59  0.120
H 1.81 -1.79 0.24  0.144
H -1.34 2.14 0.92  0.030
H -1.99 2.26 -0.69  0.081
H -0.24 2.72 -0.35  0.112

Spin multiplicity ... 1
Net charge ... 0
HOMO-LUMO gap ... 10.8 eV
SMILES string ... CB1CCC(=O)O1

Quick one: most stable of them? entry P